Here is a cluster of 14 separate species, C56H84O42 in total at a distorted geometry from the Open Molecules 2025 dataset. Energies are from ωB97M-V with the def2-TZVPD basis set.

Geometry as ORCA input:
```
! RIJCOSX wB97M-V def2-TZVPD def2/J DEFGRID3
* xyz 0 1
C -6.1688 18.7466 8.3145
H -7.9424 20.2210 -4.1654
O -3.9058 16.7759 -2.5637
H -8.3707 17.3511 2.5493
H -11.6218 17.5311 3.0063
H -8.4551 22.0380 3.1340
C -12.2940 16.3214 9.1455
O -8.1388 23.8175 7.7611
H -3.8947 14.8820 -1.9198
H 0.4683 18.9128 -0.1660
C -7.7422 23.6883 6.5251
C -0.6609 21.8520 5.2268
C -3.8221 24.6955 0.7125
H -8.9561 17.5019 -0.8648
C -6.4356 20.1841 7.8836
O -1.3225 23.4016 -1.6155
O -5.7686 18.5072 2.9561
H -8.7038 20.2519 5.1663
O -9.8202 18.7714 1.0211
H -4.7493 20.0782 0.1422
H -9.7972 21.0682 6.1058
O -0.2184 21.4808 1.5980
O -6.9441 24.1558 2.1402
C -6.6479 17.9442 10.4774
O -4.6114 14.6934 5.8828
C 0.5683 22.6418 1.5525
H -0.7039 20.5384 -5.7358
H -11.3945 15.3776 -2.6596
C -8.9262 16.4242 -1.0254
H -2.0546 16.4138 7.0896
C -3.6124 16.2160 1.0068
H -12.0091 24.7812 6.5545
C -10.8685 16.3323 -2.6591
O 1.7379 22.2730 0.9563
H -0.7921 18.6066 1.0404
C -0.2463 19.3854 0.5078
H -5.6033 20.6596 7.3647
H -6.1597 18.1165 7.4251
H 0.7518 20.8680 6.6025
C -1.4073 19.7088 4.8454
H -9.4152 16.4679 9.8062
C -4.0993 23.2409 0.5424
H -10.1384 23.5860 8.3587
H 1.0203 19.8626 2.1942
C -0.3259 20.9538 6.4633
C -4.7882 20.5621 3.0906
H -5.9183 19.7975 -1.9022
H -1.6734 24.6114 0.6342
O -7.1548 18.3738 9.2784
C -3.5509 17.9662 -2.0073
H -7.6511 22.2267 -2.5306
C -0.5989 22.6274 -2.2839
O -10.3208 19.5553 2.9814
C -1.1730 20.5016 -4.7526
H -5.8062 18.7273 0.3522
C -9.3621 16.1799 -2.5149
H -9.4656 25.1773 8.4670
O 0.2754 23.7737 1.9441
O -12.0278 14.6547 6.0006
C -11.2778 24.1889 6.0045
H -8.5364 15.0485 7.9104
H -3.4311 22.7082 1.2190
C -0.2396 20.8174 -3.6201
H -11.2166 21.1770 4.0417
C -2.9115 16.2089 6.4478
H -10.3134 17.0430 6.9628
C -5.5435 19.6938 0.7822
O -11.2901 15.5394 9.5401
H 0.2914 19.9273 -3.2828
H 1.6857 21.1362 -0.4003
H 0.2872 22.1818 4.8020
O -5.2928 20.1298 4.4190
C -11.2677 16.6569 3.5527
H -9.7163 17.9664 8.3364
H -2.8130 16.3147 1.7410
H -11.5931 23.1526 5.8832
H -3.5092 17.0950 6.6619
C -1.6035 23.0637 5.5055
H -10.1215 14.3209 7.9341
C -11.3864 15.4250 5.2796
H -1.6128 19.5168 -4.5949
O -3.6323 19.0176 -2.6051
H -0.8024 21.4495 7.3091
H -4.4949 19.6896 9.1778
C 0.5729 20.3526 1.3294
O -10.0643 15.4680 4.9324
H -10.0320 22.6560 2.5708
O -6.5714 18.3904 5.1188
H -6.9324 18.7890 -3.9172
C -9.3885 14.8349 8.5558
H -10.3132 19.4657 5.5242
O -9.6545 18.5107 -4.9862
H -3.9363 25.2566 -0.2150
H -4.3864 13.5214 8.2286
H -2.4629 26.0248 1.4239
H -5.1436 15.7455 -1.1472
O -1.2381 20.9495 4.3104
C -5.9186 18.9531 4.2530
H -9.0473 14.1276 9.3118
O -7.2596 17.4412 11.4367
H 1.8753 21.7089 -3.9144
H -4.4527 16.8195 1.3501
H -4.1802 18.0510 8.6196
H -7.8526 16.0464 3.5629
H -3.8938 18.8449 2.0175
C -9.7838 17.6739 -4.0803
H -3.8480 15.1571 1.1135
C -8.7050 16.4120 2.9904
O -12.0735 16.3596 4.5984
O -4.4585 22.1543 -4.8684
C -10.4258 17.1952 8.0363
O -11.8044 17.3164 8.3204
H -2.4731 16.4307 5.4749
H -2.8185 14.0767 6.5780
O -0.9836 19.7556 6.1492
H -2.2132 15.8923 -0.8268
C -6.3466 20.4831 -2.6334
C -5.7966 14.8576 6.3580
O -5.4286 22.9956 0.9922
H 2.6502 20.4453 0.8360
C -9.8953 19.7292 1.8177
C -4.1280 15.8700 -1.5229
H -2.3420 24.5089 2.2695
H -6.3113 20.4647 0.7166
C -9.8784 24.5208 6.3874
O -5.6934 14.8413 7.7460
H -6.7881 21.8892 -1.1148
H -9.5816 25.5612 6.2546
H -3.7780 20.9713 3.0755
H -5.4479 21.3946 2.8460
H -11.3323 24.6749 5.0304
O -5.2392 21.2383 -2.9768
O -6.1074 20.5006 -4.8912
C -9.7821 20.3803 5.2604
H -11.3398 15.8523 2.8209
H -1.0056 19.8497 -0.1214
C -4.8573 19.3392 2.1420
O -11.0411 17.1190 -3.7779
H -11.1121 16.8687 -1.7420
O -9.3031 20.9066 1.7095
C -10.2659 20.7472 3.7263
C -4.9143 18.6854 9.1162
O 0.5495 22.8980 -2.9026
C -9.4650 21.7621 2.8306
O -4.8613 24.9652 1.6341
H -8.9074 15.6292 2.2593
H -1.1278 23.6589 6.2850
H -9.6498 16.1902 -0.2445
C 1.7082 20.9701 0.6767
H -3.8866 22.8976 -0.4700
H -6.6610 20.8630 8.7060
H 0.7068 22.5811 -4.7534
C -3.5528 14.8708 6.7130
O -8.8500 17.1845 -3.2932
C -3.1150 16.3758 -0.4512
H -8.3245 20.9842 -1.6147
O -1.7604 18.6428 4.2820
C -2.4854 24.9445 1.2807
O -6.7214 23.1702 6.1645
H -1.7679 23.8050 4.7235
C -9.8068 16.6322 4.1226
O -8.8017 23.8584 5.6844
H -8.9817 15.2238 -2.8745
C 0.8194 21.9730 -3.8558
O -6.8424 15.0021 5.6976
C -10.0574 16.0596 9.0259
H -2.0829 21.0970 -4.8264
C -7.3535 21.3884 -1.9007
C -9.4988 24.2931 7.8305
H -4.1109 15.0438 9.0343
O -13.4707 16.1369 9.4650
C -5.8273 24.0366 1.6284
H -8.0093 15.9778 -0.6406
C -6.9384 19.8790 -3.9144
H -2.6169 22.8784 5.8616
C -5.1530 21.3098 -4.3171
H -9.5458 17.5238 4.6929
O -5.3630 18.0805 10.3516
O -3.0844 17.7953 -0.7812
O -1.0987 21.4641 -2.6113
C -4.3307 14.5975 8.0645
H -7.3683 20.2040 7.3200
*
```

Computed properties:
- HOMO level: -9.868 eV
- Orbital gap: 0.3582 Ha
- Energy relative to the best compared isomer or geometry (same formula, charge and spin): 960.2 kJ/mol